The following is a quantum chemistry calculation of 7 unconnected molecules or ions with the total composition C12H26F2N8O16 at a distorted geometry, from the Open Molecules 2025 dataset.

The geometry in XYZ format:
```
64
Properties=species:S:1:pos:R:3
C 2.42 0.69 -1.93
H -7.63 6.71 1.10
H 0.93 -4.08 3.63
C -0.02 -1.05 3.92
C -2.27 -0.07 -1.51
H 7.24 -6.01 -0.14
H 4.25 -2.13 -1.42
N -0.30 2.85 -1.68
H -0.34 -0.30 4.64
O -0.99 -2.28 2.23
O -1.72 3.51 -0.03
F -1.39 -1.41 -3.31
H 0.76 -0.16 -1.26
H -6.80 5.53 2.17
H 2.45 -5.03 3.50
O -5.22 6.25 0.26
O 2.55 -4.04 -1.02
O -4.33 6.05 -4.51
H -0.46 2.59 -2.66
O -2.74 2.42 -1.75
H -1.04 0.63 -3.18
H -4.14 4.55 -1.92
H 0.73 -0.64 3.24
C 0.47 1.81 -1.05
C -7.25 5.69 1.20
C 7.21 -6.36 0.89
H 5.17 -2.58 0.04
H -3.36 1.24 -0.07
N -3.61 5.52 -3.69
O 0.70 1.82 0.13
O 8.69 -6.52 2.65
C 4.19 -2.54 -0.42
O -2.56 4.94 -3.94
C -1.86 -0.11 -3.03
O 2.96 -2.33 2.29
O -2.25 -0.91 3.32
H -2.90 -0.97 -1.28
N -6.18 5.51 0.18
O 4.34 -4.83 -0.11
N 2.66 -2.96 3.29
H -1.38 -0.14 -0.84
C 1.86 -4.20 3.09
N 8.55 -6.18 1.49
F 3.02 1.11 -3.07
C -4.02 5.57 -2.27
O 2.94 -2.66 4.43
N 0.98 0.66 -1.83
O 9.42 -5.70 0.79
H 6.50 -5.78 1.47
O 3.12 0.31 -1.04
N -1.19 -1.45 3.09
H 1.69 -4.34 2.03
N 3.65 -3.92 -0.52
H -4.18 0.95 -1.65
C -3.19 1.17 -1.17
H 6.97 -7.42 0.93
H 0.34 -1.94 4.42
H -3.24 6.09 -1.72
C -1.64 2.94 -1.08
H -4.96 6.11 -2.19
H -8.04 4.97 1.01
H -2.75 0.15 -3.66
O -6.34 4.64 -0.65
H 3.50 -1.97 0.20
```

Molar mass in g mol⁻¹: 576.376
SMILES: O=C(F)NC(=O)NC(=O)OCCCF.C[N+](=O)[O-].C[N+](=O)[O-].C[N+](=O)[O-].C[N+](=O)[O-].C[N+](=O)[O-].C[N+](=O)[O-]
Electronic energy in eV: -62963.6523
Net charge: 0

The following is a quantum chemistry calculation of a molecular structure, C12H26F6InNO12S3 at a distorted geometry, from the Open Molecules 2025 dataset.

The geometry in XYZ format:
```
61
Properties=species:S:1:pos:R:3
H 1.22 -3.73 3.87
O -0.20 -2.53 -1.10
C 2.32 -0.30 -4.30
O -0.21 -1.43 1.60
C 0.96 3.73 -2.24
C -0.41 -1.04 4.29
O -0.09 0.52 -5.43
H 1.89 2.20 0.15
H -3.05 -4.20 -0.68
F 0.41 3.33 -1.09
H 2.41 1.99 1.82
O -0.12 -1.25 -3.75
C 1.34 -2.81 3.29
O -2.99 1.98 -1.80
H -2.01 3.85 -1.68
H -3.14 2.01 -2.76
H 2.37 -0.41 1.47
O 1.81 -0.29 -0.54
H 3.56 0.19 0.45
H -1.72 -2.91 -2.35
C 1.84 1.53 1.01
H 0.41 -2.33 5.84
C 2.48 0.24 0.59
H -3.88 2.63 0.41
F 2.28 3.73 -2.17
H -1.46 -1.12 4.59
C -2.22 -3.57 -0.35
N 0.27 1.10 -2.84
C -2.88 3.29 -1.30
F 3.03 0.81 -4.22
H 1.00 -0.58 5.79
S 0.34 2.52 -3.57
H -0.17 -0.05 3.90
H 0.65 -2.98 -1.11
H -3.04 4.17 0.69
H 2.68 -2.27 4.95
H -3.39 -2.39 0.66
O -0.98 3.00 -3.90
H 0.54 1.48 2.44
H -1.66 -4.08 0.44
H 2.10 -1.19 -0.72
C -2.95 3.19 0.22
O 1.35 2.68 -4.58
H 2.39 -0.94 3.92
O 0.55 1.23 1.52
O -2.64 -2.27 0.07
F 2.57 -0.84 -5.47
S -0.30 -2.21 2.85
C -1.25 -3.42 -1.49
H 1.98 -2.92 2.42
H -3.70 3.88 -1.73
H -0.92 -4.37 -1.91
F 2.64 -1.05 -3.28
C 0.71 -1.47 5.24
In -1.15 0.10 -0.61
H -1.22 3.12 1.19
F 0.52 4.93 -2.51
C 1.90 -1.83 4.33
S 0.40 0.00 -4.18
O -1.34 -3.22 2.95
O -1.81 2.54 0.69
```

Molar mass in g mol⁻¹: 701.342
Electronic energy in eV: -92886.4844
Net charge: +2

The following is a quantum chemistry calculation of a molecular structure, C12H26GeMoN2O7S at a distorted geometry, from the Open Molecules 2025 dataset.

The geometry in XYZ format:
```
50
Properties=species:S:1:pos:R:3
Ge 2.45 0.89 0.85
C 3.25 1.15 2.64
O -0.01 -0.39 -3.53
C -2.96 -1.69 0.32
C 0.21 -3.32 -0.70
N -1.52 -1.95 0.25
C -1.43 -0.66 3.16
H -3.24 -1.16 1.23
H 0.80 2.86 0.97
H 4.61 1.22 -0.45
S 0.07 0.97 -3.07
H 1.52 2.76 -0.66
H -2.87 1.85 0.29
H -1.88 2.71 1.48
C -1.20 -3.22 -0.14
O -1.67 0.56 2.44
H -3.53 -2.62 0.26
H 4.05 1.89 2.61
C 3.86 0.43 -0.45
H 0.16 -1.89 -2.20
C -1.85 1.99 0.66
O -1.91 -4.20 -0.07
H 3.66 0.21 3.03
C 1.21 -0.68 1.06
H -1.24 2.39 -0.15
H 0.24 -4.13 -1.42
H 1.56 -1.92 -1.39
O 0.10 0.95 -1.51
H -2.36 -0.96 3.62
H 0.90 -3.55 0.12
C -3.31 -0.78 -0.88
H -0.69 -0.46 3.94
C 1.72 2.67 0.40
O -4.46 -0.54 -1.17
H -1.37 2.81 -2.98
Mo -0.44 -0.31 -0.26
C -1.34 0.66 1.18
C -1.43 1.83 -3.45
H 1.86 -1.54 0.87
H 2.49 1.50 3.34
H -1.07 -1.45 2.50
H -1.45 1.91 -4.54
H 3.45 0.36 -1.46
N 0.56 -2.01 -1.27
H 1.03 -0.69 2.14
H 4.35 -0.50 -0.19
O 1.19 1.74 -3.52
O -2.26 -0.29 -1.47
H 2.45 3.42 0.68
H -2.26 1.24 -3.07
```

Molar mass in g mol⁻¹: 510.964
Electronic energy in eV: -99385.1006
Net charge: 0

The following is a quantum chemistry calculation of a molecular structure, C12H26N2O12V3 at a distorted geometry, from the Open Molecules 2025 dataset.

The geometry in XYZ format:
```
55
Properties=species:S:1:pos:R:3
H 3.35 -1.05 -0.72
H -3.10 0.56 0.78
O 1.20 0.14 -4.11
H 5.25 0.31 -1.28
C 4.29 0.81 -1.10
H 1.73 -0.25 0.69
N 2.14 0.47 0.10
H 3.62 1.80 -4.17
H -3.21 -3.53 2.42
C -2.87 -2.82 3.18
H 2.93 1.51 1.81
H -1.89 -1.56 1.62
O -0.67 -0.24 -1.13
C 0.97 2.25 1.38
C -1.03 3.00 0.39
H 1.12 3.25 1.77
H 2.77 2.48 0.35
H -3.60 -1.88 4.98
O 1.35 2.34 -2.12
O -1.91 -0.84 -2.80
H 5.00 0.81 -3.71
C 4.28 1.55 -3.35
N -1.60 -3.29 3.76
C 2.31 1.69 0.93
O 1.48 -1.38 -2.60
H -1.70 2.57 1.15
O 3.54 0.97 -2.28
H 0.50 1.59 2.12
V -1.03 0.08 -4.78
O -3.81 -1.02 1.90
C -3.75 0.36 1.65
O -1.44 -2.94 -1.00
H -1.74 -4.22 4.16
O 0.24 -1.71 -4.23
H 4.81 2.46 -3.07
C -2.60 -1.51 2.46
H -4.87 -2.35 3.84
H -0.82 4.01 0.75
O -1.92 -0.76 -5.74
C -1.53 0.13 -1.98
O 0.15 2.24 0.23
C 1.34 -1.11 -3.86
O -1.09 1.08 -2.75
H -4.10 -3.58 4.78
H 4.54 1.78 -0.66
H -1.57 3.05 -0.55
H -4.76 0.71 1.44
V 1.14 0.82 -1.91
C 3.49 -0.09 -0.22
H -2.15 -0.82 3.19
V -0.60 -2.40 -2.20
H -3.41 0.93 2.52
C -3.91 -2.65 4.26
H 4.06 -0.32 0.69
H -0.90 -3.43 3.04
```

Spin multiplicity: 4
Molar mass in g mol⁻¹: 543.174
⟨S²⟩: 3.8540
Electronic energy in eV: -117460.3069
Net charge: +2

The following is a quantum chemistry calculation of 3 unconnected molecules or ions with the total composition C12H26N3O2 at a distorted geometry, from the Open Molecules 2025 dataset.

The geometry in XYZ format:
```
43
Properties=species:S:1:pos:R:3
C -1.34 -2.46 1.75
H -0.57 -2.33 2.50
N 0.93 0.73 1.41
C -3.61 -2.99 1.98
C 0.15 1.63 -2.44
H 0.46 -0.90 -4.28
H 3.42 0.61 2.33
H 2.26 2.05 -2.65
O -2.59 -2.02 2.28
C 1.30 2.89 2.09
H 1.36 2.73 3.16
C -0.26 1.34 1.41
H 4.00 2.20 1.86
N -0.17 2.64 1.78
H 1.85 -0.69 -3.21
H -3.86 -3.52 2.90
H -1.63 0.52 0.15
H -0.79 2.06 -2.81
H -3.13 -3.53 -0.06
H 2.34 1.01 -4.87
H 0.23 1.87 -1.37
H 1.03 -0.02 0.74
H 1.93 2.13 0.22
H -4.50 -2.48 1.61
C -1.51 -3.91 1.33
H 1.23 3.14 -3.58
H -3.44 -4.93 0.98
H -1.33 -4.57 2.18
C 1.37 1.09 -4.38
C 1.34 2.12 -3.25
H 3.82 0.95 0.67
C 0.98 -0.19 -3.65
C 3.38 1.37 1.56
H 1.55 3.90 1.80
H -2.01 0.32 1.83
H -1.10 -1.84 0.88
H -0.85 -4.21 0.52
N -1.40 0.67 1.11
C -3.00 -3.94 0.95
H 0.62 1.34 -5.13
O 0.10 0.21 -2.58
H -0.50 3.23 1.02
C 1.96 1.80 1.26
```

Molar mass in g mol⁻¹: 244.359
Electronic energy in eV: -21423.9201
Net charge: +1

The following is a quantum chemistry calculation of 3 unconnected molecules or ions with the total composition C12H26NO5S3 at a distorted geometry, from the Open Molecules 2025 dataset.

The geometry in XYZ format:
```
47
Properties=species:S:1:pos:R:3
H -1.60 1.28 0.52
S -0.32 3.19 -0.03
C 4.27 -0.23 0.88
O 0.80 2.34 0.30
H -0.77 -3.06 1.02
O -0.42 4.57 0.42
C -1.83 2.35 0.41
C 3.66 1.13 1.59
H -0.33 -1.61 -0.78
H -0.67 4.19 -2.15
H 0.26 2.66 -2.28
C -2.61 -3.87 0.24
C -1.12 -2.34 -0.99
H -0.52 -4.29 -0.23
H -3.14 3.61 -0.75
H -3.25 -2.10 1.32
H 3.41 1.99 0.82
H 2.84 0.71 -1.18
H 1.63 -0.82 -1.44
H 3.21 -2.94 1.25
H 5.81 2.53 2.34
H 1.63 -2.41 0.20
H -2.94 -4.44 -0.64
O -2.54 -0.20 -0.35
N 3.31 -1.04 0.01
H -3.61 1.90 -0.76
H -4.48 -2.72 0.18
C 2.54 -2.03 0.87
O 5.52 -0.70 1.04
H -1.67 1.32 -2.15
C -0.59 3.16 -1.80
H 1.46 0.27 0.09
H 2.20 -1.46 1.83
H -2.40 2.74 -2.93
H -2.74 -4.51 1.13
C -2.75 2.58 -0.78
H 3.90 2.73 3.67
C -1.15 -3.45 0.07
C -1.89 2.39 -2.02
H 2.64 0.79 2.10
S -2.71 -1.53 -0.90
O -3.42 -1.76 -2.14
S 4.74 1.82 2.97
C -3.41 -2.58 0.35
C 2.27 -0.18 -0.66
H -2.22 2.74 1.34
H -1.01 -2.75 -1.99
```

Molar mass in g mol⁻¹: 360.543
Electronic energy in eV: -57087.1359
Net charge: +1

The following is a quantum chemistry calculation of a single C12H27BrO2Si molecule, from the Open Molecules 2025 dataset.

The geometry in XYZ format:
```
43
Properties=species:S:1:pos:R:3
C 1.04 -1.43 -0.41
Br -0.78 0.24 1.89
H -2.19 3.11 -1.40
H 3.88 1.06 1.56
C 5.12 0.36 -0.09
H -4.58 -2.51 1.59
H 5.06 2.24 1.00
O -4.60 3.40 -0.49
H 1.33 -0.95 -1.36
H 4.13 -1.77 1.10
H -2.96 -2.44 2.29
H -3.70 -0.98 1.62
C 4.38 1.45 0.67
H -3.12 3.95 0.79
C -3.60 -2.06 1.49
C -1.41 0.21 -1.38
H -3.20 -3.46 -0.11
H -3.30 0.52 -0.34
H 0.99 -2.50 -0.62
H 4.80 -1.24 -1.48
C -2.67 1.04 -1.08
H 2.14 -0.08 0.86
H 3.41 -2.61 -0.25
H 5.77 0.81 -0.84
C 4.21 -0.67 -0.76
Si -0.71 -0.89 -0.05
H -3.76 2.34 1.09
H -3.28 1.12 -1.98
C -3.47 3.04 0.30
H -5.25 2.69 -0.47
H 1.83 -1.63 1.59
H 3.45 -0.14 -1.35
C 2.11 -1.15 0.65
H -1.44 2.43 0.03
C -2.36 2.44 -0.55
H 3.62 1.91 0.04
H -0.61 0.89 -1.69
O -1.58 -2.27 0.11
H -3.44 -1.80 -0.66
H -1.58 -0.46 -2.24
H 5.79 -0.17 0.60
C 3.50 -1.63 0.21
C -3.00 -2.41 0.14
```

Molar mass in g mol⁻¹: 311.336
SMILES: CCCCCC[Si@@](Br)(CCCCO)OCC
Electronic energy in eV: -94900.1664
Net charge: 0

The following is a quantum chemistry calculation of a molecular structure, C12H27Cl2N2OP2Sm at a distorted geometry, from the Open Molecules 2025 dataset.

The geometry in XYZ format:
```
47
Properties=species:S:1:pos:R:3
H -0.80 -3.63 2.45
H -4.90 -0.45 3.51
C 0.51 -3.44 -0.23
C 4.94 -2.69 -3.49
H 5.68 -1.89 -3.35
C -0.59 -2.57 2.28
Cl 4.42 -2.48 -0.79
H 0.33 4.29 -1.35
H 4.55 -2.68 -4.51
H 0.40 -2.32 2.66
H 2.02 2.35 1.74
Cl 2.07 -0.50 1.08
P -0.61 -2.18 0.49
C -4.79 0.66 3.50
H 5.44 -3.64 -3.27
H -4.67 1.02 4.54
N -3.62 1.04 2.71
H -2.90 -0.83 2.06
C -3.20 2.28 2.47
H 0.44 3.17 1.78
H -1.56 3.06 1.32
H 3.13 1.45 -0.83
N -1.80 0.90 1.41
Sm 0.00 0.00 0.00
H -5.70 1.10 3.06
C 3.81 -2.48 -2.52
H 1.83 3.95 0.96
C 2.42 2.12 -1.33
H -2.45 -3.78 0.24
C -0.18 3.33 -1.24
C -2.78 0.22 2.06
C -2.09 2.20 1.67
C -2.28 -2.74 -0.04
P 0.87 2.12 -0.36
H 2.22 1.73 -2.33
H -3.04 -2.10 0.42
O 2.66 -2.33 -2.75
H 1.52 -3.21 0.09
H 2.84 3.13 -1.41
H -1.11 3.48 -0.68
H -1.33 -1.96 2.79
C 1.34 2.99 1.18
H -3.67 3.19 2.85
H 0.23 -4.45 0.09
H 0.46 -3.38 -1.32
H -0.44 2.94 -2.23
H -2.36 -2.64 -1.13
```

Spin multiplicity: 6
Molar mass in g mol⁻¹: 498.575
⟨S²⟩: 8.8736
Electronic energy in eV: -79420.4454
Net charge: +2

The following is a quantum chemistry calculation of a molecular structure, C12H27ClILaN2OP2 at a distorted geometry, from the Open Molecules 2025 dataset.

The geometry in XYZ format:
```
47
Properties=species:S:1:pos:R:3
C -4.04 -0.03 -1.93
H -3.16 -1.49 1.31
H 3.68 -0.59 -2.91
C -0.10 1.54 4.27
N -0.01 0.46 3.29
H -3.04 2.13 -0.06
La 0.03 -1.19 -1.62
H 4.22 -2.00 -0.10
H -0.28 1.49 1.42
H -4.31 1.02 -2.09
N 0.04 -0.65 1.37
H -4.92 -0.60 -1.61
H -4.34 -1.78 -0.03
C 4.03 -0.16 -1.97
H 2.54 -2.66 -0.22
C 3.16 1.05 0.44
C 3.15 -1.81 0.13
H 4.91 -0.73 -1.61
H 0.00 2.69 -4.63
H 4.30 0.89 -2.14
C -0.11 0.55 1.94
H 4.20 0.94 0.78
H 0.33 -1.24 4.61
H -0.90 1.14 -4.86
Cl -0.19 -3.36 -0.15
P -2.69 -0.18 -0.69
H -0.13 2.50 3.75
C -0.06 1.31 -2.95
H 3.01 -1.71 1.21
C 0.21 -0.87 3.61
H -0.99 1.43 4.89
H 0.77 1.52 4.94
H 3.05 2.01 -0.07
H -3.69 -0.44 -2.89
H 2.50 1.03 1.32
H 0.88 1.12 -4.83
C -3.14 1.17 0.46
C -3.28 -1.65 0.23
H -2.69 -2.55 -0.04
O -0.04 1.93 -1.92
C -0.01 1.61 -4.39
H -4.17 1.08 0.83
H 0.34 -2.61 2.27
P 2.68 -0.26 -0.74
C 0.23 -1.54 2.41
H -2.46 1.17 1.33
I 0.68 -3.67 -3.27
```

Molar mass in g mol⁻¹: 578.572
Electronic energy in eV: -57956.9007
Net charge: +2